# 1
The molecule C7H16Cl2NP at a distorted geometry. Source: OMol25; level of theory: wB97M-V/def2-TZVPD.

Its multiplicity is 1. Its LUMO energy is 0.0 eV. The calculation puts the energy relative to the best compared isomer or geometry (same formula, charge and spin) at 0.00 kcal per mole. The net charge is 0. As for the gap between HOMO and LUMO: 8.33 eV.

Element x y z (Å)
C -1.523 -1.361 -1.844
H 2.226 0.843 -0.753
H -1.584 -2.086 -1.145
H -1.516 1.214 -2.592
P -0.705 0.225 0.119
Cl -3.514 -0.677 0.631
H 0.575 -0.190 3.179
H -1.715 -0.694 2.117
H 2.965 0.972 0.780
H 1.606 -1.726 -0.128
H -0.129 1.373 2.265
C 1.395 -1.299 0.849
C -0.573 0.732 -2.476
C 2.007 1.069 0.268
H -2.656 -0.905 -1.969
H -0.385 0.342 -3.574
N -0.625 -0.268 -1.497
H 1.711 2.135 0.559
H 2.301 -1.604 1.475
H 1.482 1.324 2.870
H 0.351 1.381 -2.167
Cl -0.952 2.649 0.038
H 0.629 -1.904 1.385
C 0.984 0.146 0.924
H -1.392 -1.711 -2.836
C 0.793 0.660 2.424
C -1.757 -0.643 1.099

Results of the Löwdin charge analysis, in e, for atoms 1 through 2: -0.1424 0.0647

=====

# 2
A structure of composition C7H16ClGaIO3P at a distorted geometry. Source: OMol25; level of theory: wB97M-V/def2-TZVPD.

Its multiplicity is 1. Its LUMO energy (alpha / beta) is -11.4 / -11.7 eV. The calculation puts the energy relative to the best compared isomer or geometry (same formula, charge and spin) at 105.56 kcal per mole. The net charge is +2. As for the gap between HOMO and LUMO (alpha / beta): 4.00 / 3.74 eV.

Element x y z (Å)
H 2.881 -0.566 0.855
O -1.839 -0.479 1.412
H 1.074 -1.956 1.178
C 0.172 0.323 4.528
I -1.848 3.951 1.577
H 1.607 -1.035 4.495
H -0.639 -0.108 5.122
H 3.481 -0.738 -0.852
C -3.141 1.445 -3.476
H 2.305 -1.370 -2.636
H -0.266 0.869 3.692
H 2.959 0.864 -0.206
H -3.622 2.298 -2.972
C -1.723 0.140 0.445
H 0.536 -1.689 -2.760
C 2.776 -0.223 -0.182
O -2.258 -0.507 -2.370
H -3.902 0.812 -3.960
H -2.490 1.846 -4.272
C 0.855 -2.131 0.117
H -0.165 -2.508 -0.002
H 0.749 1.009 5.163
Ga -1.663 2.108 -0.370
H 1.150 -0.066 -3.045
P 1.028 -0.515 -0.703
Cl 0.573 2.057 0.522
H 1.589 -2.813 -0.324
C -2.401 0.676 -2.415
O 0.922 -0.717 3.887
C 1.298 -0.975 -2.446

Results of the Löwdin charge analysis, in e, for atoms 1 through 2: 0.0642 0.1989

=====

# 3
A structure of composition C7H16FNO5S2Tl at a distorted geometry. Source: OMol25; level of theory: wB97M-V/def2-TZVPD.

Its multiplicity is 1. Its LUMO energy is -18.3 eV. The net charge is +3. As for the gap between HOMO and LUMO: 3.21 eV.

Element x y z (Å)
H 3.146 1.003 0.280
H -2.244 1.072 -0.676
H 4.048 -0.536 0.514
H 1.955 -2.279 -1.614
H 1.940 -1.861 0.606
H 3.243 -1.032 -1.688
O -0.307 1.320 -2.173
N 0.329 1.150 0.338
H -2.970 1.926 0.679
H 0.074 -0.697 1.225
H -0.241 -0.770 -0.509
O 0.171 3.308 -0.966
C -2.798 -0.191 1.003
O -2.816 -1.052 -1.717
S -2.962 -1.521 -0.224
O -4.223 -2.217 -0.141
O -1.910 -2.524 0.048
H -3.801 -0.045 1.446
C 2.188 -1.218 -1.431
C 0.442 -0.314 0.257
H 2.876 0.170 1.851
H -2.182 -0.588 1.829
H -1.970 -0.597 -1.907
Tl 3.810 -1.460 2.336
H 1.562 -0.634 -2.119
C 1.925 -0.885 0.078
F 1.966 1.891 -1.617
S 0.482 1.958 -1.176
H -0.871 2.700 1.180
C -0.859 1.607 1.057
H -0.804 1.187 2.083
C 3.050 -0.002 0.725
C -2.248 1.130 0.422

Results of the Löwdin charge analysis, in e, for atoms 1 through 2: 0.1102 0.1090